Record 1
Below is C31H44CaN4OP2 as an isolated structure in a non-equilibrium geometry, with properties calculated with ωB97M-V/def2-TZVPD.

Structure (XYZ):
```
83
C31H44CaN4OP2 (ωB97M-V/def2-TZVPD)
Ca -0.16 -2.73 3.61
C -0.84 2.93 3.83
C -1.51 2.23 2.90
C -1.12 1.98 1.48
C 0.02 0.94 1.33
C 1.42 1.44 1.51
C 1.79 2.63 1.99
C 0.99 3.87 2.23
C 0.24 3.94 3.58
C 2.05 -2.93 3.89
H -1.06 2.78 4.91
H -2.35 1.61 3.22
H -0.85 2.89 0.93
H -2.03 1.61 0.98
H -0.16 0.09 2.02
H -0.07 0.50 0.34
H 2.19 0.67 1.34
H 2.83 2.72 2.32
H 0.34 4.12 1.39
H 1.74 4.67 2.28
H 0.97 3.93 4.40
H -0.23 4.93 3.67
H 1.69 -2.89 4.92
H 2.67 -2.05 3.75
H 2.61 -3.86 3.74
P 1.30 -1.32 -2.64
P -2.02 -0.81 -2.62
N 2.60 -0.10 -2.80
N 2.12 -2.51 -3.75
N -2.07 0.99 -2.86
N -3.55 -1.25 -3.39
C 0.36 -0.52 -4.03
C -1.05 -1.03 -4.18
C 3.55 0.25 -1.85
C 4.55 1.02 -2.45
C 4.21 1.13 -3.83
C 3.00 0.47 -4.01
C 2.40 -3.82 -3.38
C 2.80 -4.54 -4.51
C 2.78 -3.63 -5.63
C 2.39 -2.40 -5.11
C -1.69 1.89 -1.86
C -1.67 3.18 -2.38
C -2.04 3.10 -3.76
C -2.19 1.74 -4.04
C -4.35 -0.55 -4.30
C -5.50 -1.28 -4.55
C -5.36 -2.53 -3.85
C -4.13 -2.52 -3.21
H 0.77 -0.73 -5.01
H 0.36 0.57 -3.93
H -1.55 -0.52 -5.02
H -1.10 -2.10 -4.42
H 3.40 -0.04 -0.82
H 5.42 1.43 -1.95
H 4.77 1.62 -4.61
H 2.37 0.44 -4.88
H 2.30 -4.11 -2.34
H 3.08 -5.58 -4.54
H 3.03 -3.83 -6.66
H 2.28 -1.47 -5.64
H -1.47 1.52 -0.88
H -1.40 4.08 -1.84
H -2.17 3.90 -4.46
H -2.36 1.28 -4.99
H -4.03 0.39 -4.71
H -6.33 -0.95 -5.14
H -6.08 -3.33 -3.82
H -3.59 -3.27 -2.66
C 0.89 -0.03 6.82
C -0.34 -0.93 6.55
C -0.48 -2.01 7.65
C -1.56 -0.01 6.52
O -0.22 -1.59 5.30
H 0.63 0.74 7.56
H 1.19 0.40 5.85
H 1.73 -0.60 7.20
H -0.54 -1.58 8.68
H -1.38 -2.63 7.47
H 0.38 -2.70 7.63
H -1.67 0.48 5.55
H -2.49 -0.55 6.68
H -1.46 0.75 7.31
```

Properties
* E_HOMO: -7.37 eV
* energy above the lowest of the compared OMol25 structures with the same formula, charge and spin: 0.0 kcal/mol
* lowest unoccupied orbital energy: -0.0337 Ha

Record 2
Below is a 8-piece molecular cluster, C31H44F21NO14Si overall in a non-equilibrium geometry, with properties calculated with ωB97M-V/def2-TZVPD.

Structure (XYZ):
```
112
C31H44F21NO14Si (ωB97M-V/def2-TZVPD)
C -2.89 2.12 1.11
C -3.53 0.96 0.39
O -3.31 1.04 -1.03
C -2.11 0.65 -1.45
O -1.22 0.26 -0.77
C -2.04 0.75 -2.98
F -2.53 1.91 -3.43
F -2.76 -0.24 -3.55
F -0.79 0.64 -3.41
H -3.23 3.06 0.70
H -3.11 2.09 2.17
H -1.80 2.10 0.99
H -4.61 0.97 0.53
H -3.17 0.00 0.77
C -5.37 8.26 2.48
C -6.44 7.34 3.05
O -6.06 5.96 2.91
C -5.20 5.50 3.82
O -4.72 6.13 4.71
C -4.93 4.01 3.57
F -4.69 3.76 2.27
F -5.99 3.27 3.93
F -3.88 3.59 4.26
H -5.15 7.99 1.45
H -5.71 9.29 2.52
H -4.44 8.18 3.04
H -7.36 7.45 2.48
H -6.66 7.57 4.09
C 3.16 3.67 -0.99
C 3.42 4.01 0.46
O 2.46 4.98 0.95
C 1.27 4.50 1.27
O 0.93 3.36 1.19
C 0.39 5.62 1.83
F 0.45 6.72 1.06
F 0.79 5.96 3.06
F -0.89 5.23 1.90
H 3.14 4.57 -1.60
H 3.93 3.00 -1.37
H 2.19 3.17 -1.11
H 4.39 4.48 0.56
H 3.42 3.12 1.09
C -4.03 -4.32 -4.28
C -3.59 -5.65 -4.86
O -4.58 -6.67 -4.61
C -5.63 -6.67 -5.43
O -5.82 -5.90 -6.33
C -6.57 -7.83 -5.07
F -6.78 -7.89 -3.75
F -6.04 -8.99 -5.46
F -7.75 -7.69 -5.67
H -4.26 -4.43 -3.22
H -3.25 -3.58 -4.40
H -4.93 -3.96 -4.77
H -2.68 -5.99 -4.37
H -3.38 -5.58 -5.92
C -0.28 6.00 -6.38
C 0.14 5.04 -5.29
O 1.57 4.89 -5.24
C 2.24 5.86 -4.63
O 1.76 6.83 -4.12
C 3.74 5.54 -4.62
F 4.16 5.14 -5.83
F 3.99 4.55 -3.75
F 4.46 6.60 -4.27
H 0.13 5.69 -7.34
H -1.36 6.04 -6.45
H 0.09 7.01 -6.18
H -0.25 4.05 -5.50
H -0.24 5.34 -4.32
C 1.57 1.06 3.25
C 2.69 0.60 4.16
O 3.07 -0.75 3.87
C 3.86 -0.91 2.81
O 4.27 -0.04 2.11
C 4.20 -2.40 2.64
F 3.11 -3.17 2.74
F 5.07 -2.80 3.58
F 4.74 -2.64 1.45
H 0.73 0.37 3.32
H 1.23 2.06 3.53
H 1.89 1.09 2.21
H 2.36 0.60 5.20
H 3.56 1.26 4.10
C 6.71 -5.37 3.83
C 5.62 -6.27 4.38
O 5.95 -7.66 4.21
C 6.80 -8.17 5.09
O 7.31 -7.58 6.00
C 7.02 -9.66 4.80
F 7.24 -9.88 3.50
F 5.94 -10.37 5.16
F 8.06 -10.13 5.48
H 6.91 -5.61 2.79
H 6.41 -4.33 3.90
H 7.64 -5.49 4.38
H 4.70 -6.11 3.83
H 5.42 -6.06 5.43
C 0.65 -2.40 -0.58
C 0.08 -3.71 -0.09
C -0.81 -3.62 1.14
N 0.31 -4.85 -0.59
Si 0.05 -5.06 -2.31
H 0.34 -1.60 0.08
H 0.35 -2.12 -1.58
H 1.73 -2.46 -0.48
H -0.76 -4.58 1.65
H -1.82 -3.33 0.86
H -0.39 -2.87 1.80
H -1.03 -6.03 -2.60
H -0.22 -3.78 -3.00
H 1.27 -5.69 -2.88
```

Properties
* E_HOMO: -8.74 eV
* SMILES: CCOC(=O)C(F)(F)F.CCOC(=O)C(F)(F)F.CCOC(=O)C(F)(F)F.CCOC(=O)C(F)(F)F.CCOC(=O)C(F)(F)F.CCOC(=O)C(F)(F)F.CCOC(=O)C(F)(F)F.CC(C)=N[SiH3]
* lowest unoccupied orbital energy: 0.0083 Ha

Record 3
Below is C31H44N7O6Sn as an isolated structure, with properties calculated with ωB97M-V/def2-TZVPD.

Structure (XYZ):
```
89
C31H44N7O6Sn (ωB97M-V/def2-TZVPD)
Sn 0.51 0.87 1.23
C -4.47 0.93 -1.85
O -3.29 0.32 -1.45
C -3.45 -0.80 -0.58
C -2.43 -0.77 0.54
O -1.06 -0.92 0.15
C -0.79 -2.16 -0.52
H -5.16 1.04 -1.01
H -5.43 -0.62 -2.60
H -4.20 1.91 -2.25
H -3.37 -1.73 -1.15
H -4.43 -0.78 -0.10
H -2.69 -1.58 1.24
H -2.49 0.18 1.06
H -1.19 -3.00 0.04
H 0.29 -2.26 -0.59
H -1.20 -2.14 -1.53
C 1.47 -0.67 6.17
N 1.91 -0.85 4.77
C 2.96 -1.86 4.62
C 1.22 -0.34 3.76
N 1.14 -0.79 2.52
C 1.57 -2.03 2.00
C 1.12 -3.20 2.54
C 1.48 -4.44 1.98
C 2.26 -4.46 0.86
C 2.70 -3.26 0.24
C 3.45 -3.33 -0.96
C 3.83 -2.20 -1.60
C 3.51 -0.94 -1.05
C 2.84 -0.82 0.14
N 2.59 0.50 0.65
C 3.60 1.39 0.64
N 4.86 1.01 0.92
C 5.15 -0.15 1.74
C 6.02 1.60 0.25
N 3.37 2.69 0.39
C 4.15 3.76 1.01
C 2.28 3.14 -0.46
C 2.37 -2.00 0.81
N 0.54 0.91 3.88
C -0.88 0.83 4.24
C 1.25 2.01 4.55
H 2.34 -0.73 6.81
H 0.78 -1.46 6.44
H 1.00 0.29 6.32
H 3.75 -1.62 5.33
H 3.37 -1.85 3.62
H 2.59 -2.86 4.84
H 0.47 -3.17 3.41
H 1.14 -5.36 2.43
H 2.54 -5.40 0.40
H 3.70 -4.31 -1.36
H 4.38 -2.25 -2.53
H 3.81 -0.04 -1.57
H 4.29 -0.38 2.36
H 6.00 0.08 2.38
H 5.40 -1.03 1.13
H 5.70 2.28 -0.54
H 6.60 0.80 -0.21
H 6.66 2.14 0.95
H 4.76 3.36 1.81
H 3.46 4.50 1.42
H 4.79 4.26 0.29
H 1.97 2.34 -1.14
H 2.63 3.98 -1.06
H 1.42 3.49 0.11
H -1.36 0.02 3.67
H -1.36 1.77 3.98
H -1.03 0.64 5.30
H 2.32 1.87 4.46
H 0.99 2.12 5.60
H 0.97 2.94 4.05
O -5.15 0.25 -2.91
C -4.42 0.32 -5.09
O -3.36 -0.03 -4.94
C -5.58 0.76 -5.76
C -5.38 0.79 -7.16
C -6.42 1.20 -7.96
C -7.61 1.56 -7.35
C -7.82 1.55 -5.98
C -6.79 1.14 -5.16
N -8.74 2.01 -8.22
O -9.77 2.29 -7.67
O -8.51 2.05 -9.41
H -4.43 0.49 -7.59
H -6.33 1.24 -9.04
H -8.78 1.85 -5.58
H -6.90 1.11 -4.09
```

Properties
* E_HOMO: -14.82 eV
* energy above the lowest of the compared OMol25 structures with the same formula, charge and spin: 17.3 kcal/mol
* total charge: +3
* lowest unoccupied orbital energy: -0.3067 Ha

Record 4
Below is C31H45AsBrN5O7SSi2Zr as an isolated structure in a non-equilibrium geometry, with properties calculated with ωB97M-V/def2-TZVPD.

Structure (XYZ):
```
94
C31H45AsBrN5O7SSi2Zr (ωB97M-V/def2-TZVPD)
Zr 0.36 0.07 -0.36
N -0.33 3.63 -2.15
C 1.12 3.59 -2.15
C 1.67 2.27 -2.67
O 2.57 2.36 -3.52
N 1.13 1.09 -2.29
C 1.38 0.09 -3.33
C 0.68 -1.22 -3.03
O 0.87 -2.21 -3.72
O -0.14 -1.16 -2.02
H -0.69 3.60 -3.10
H -0.67 4.46 -1.70
H 1.46 3.77 -1.13
H 1.59 4.34 -2.79
H 2.44 -0.09 -3.53
H 0.96 0.42 -4.29
Br 6.31 -0.16 -1.90
C 5.06 0.03 -0.48
C 5.47 -0.08 0.83
C 4.52 0.07 1.82
C 3.21 0.31 1.45
N 2.82 0.40 0.18
C 3.74 0.26 -0.78
H 6.51 -0.27 1.07
H 4.78 0.01 2.87
H 2.43 0.45 2.19
H 3.40 0.37 -1.80
N 2.40 -2.14 -1.14
C 2.16 -3.21 -0.77
N 1.89 -4.42 -0.35
C 2.23 -4.87 0.99
C 0.98 -5.34 1.72
C 0.23 -6.38 0.89
C -0.13 -5.80 -0.48
C 1.11 -5.30 -1.21
H 2.69 -4.04 1.52
H 2.95 -5.70 0.91
H 0.34 -4.48 1.91
H 1.26 -5.75 2.69
H -0.68 -6.69 1.41
H 0.85 -7.27 0.76
H -0.82 -4.97 -0.35
H -0.63 -6.55 -1.11
H 0.85 -4.74 -2.11
H 1.74 -6.16 -1.51
C -5.11 2.11 -2.03
Si -3.76 2.15 -0.71
C -3.28 3.97 -0.71
C -4.62 1.95 0.95
As -2.07 0.73 -1.41
Si -3.20 -1.16 -0.53
C -2.65 -2.80 -1.25
C -3.24 -1.19 1.36
C -5.06 -1.20 -0.94
H -5.78 2.97 -1.89
H -5.70 1.20 -2.03
H -4.65 2.19 -3.02
H -4.19 4.55 -0.53
H -2.85 4.29 -1.66
H -2.56 4.21 0.08
H -5.38 2.73 1.04
H -3.91 2.08 1.78
H -5.09 0.98 1.09
H -1.83 -3.24 -0.68
H -2.27 -2.66 -2.27
H -3.50 -3.49 -1.26
H -2.39 -0.70 1.83
H -3.26 -2.22 1.74
H -4.15 -0.68 1.69
H -5.23 -1.29 -2.02
H -5.64 -0.35 -0.58
H -5.47 -2.10 -0.46
C 3.54 4.55 2.62
C 3.72 3.93 1.37
C 2.69 3.24 0.79
C 1.41 3.10 1.40
C 0.34 2.35 0.76
C -0.89 2.57 1.35
C -1.11 3.33 2.53
C -0.07 3.92 3.18
C 1.22 3.83 2.61
C 2.32 4.51 3.21
H 4.36 5.08 3.09
H 4.68 3.99 0.86
H 2.84 2.78 -0.17
H -1.76 2.07 0.95
H -2.12 3.41 2.92
H -0.20 4.46 4.11
H 2.14 5.02 4.16
O 1.74 -1.99 2.01
S 0.34 -1.61 1.93
O 0.22 -0.07 1.85
O -0.20 -1.89 0.51
O -0.49 -2.20 2.95
```

Properties
* E_HOMO: -1.90 eV
* total charge: -2
* lowest unoccupied orbital energy: 0.1455 Ha

Record 5
Below is C31H45BClNO7 as an isolated structure in a non-equilibrium geometry, with properties calculated with ωB97M-V/def2-TZVPD.

Structure (XYZ):
```
86
C31H45BClNO7 (ωB97M-V/def2-TZVPD)
C -1.87 -4.72 0.14
C -2.54 -3.63 -0.22
C -2.13 -2.31 0.37
C -2.99 -1.06 0.16
O -4.29 -1.08 0.62
C -2.09 0.01 0.79
C -2.47 1.43 0.31
C -2.40 1.81 -1.19
C -3.74 2.44 -1.63
O -2.03 0.77 -2.09
C -1.57 1.25 -3.34
C -0.06 1.39 -3.45
C 0.67 2.40 -2.81
C 2.04 2.52 -2.96
C 2.73 1.62 -3.78
C 2.01 0.61 -4.41
C 0.64 0.49 -4.25
B -2.66 0.05 2.33
O -2.85 1.26 3.01
O -2.92 -1.10 3.07
C -0.59 -0.47 0.74
C 0.35 0.55 0.10
C 0.57 1.85 0.91
C 2.06 2.26 1.05
C 2.19 3.74 0.75
O 2.77 4.19 -0.19
O 1.57 4.58 1.64
C 0.02 -0.86 2.10
C 1.48 -1.39 2.06
C 2.47 -0.61 2.90
C 2.17 -0.20 4.19
C 3.08 0.48 4.98
C 4.34 0.76 4.47
C 4.67 0.38 3.18
C 3.74 -0.31 2.42
N -0.76 -1.78 -0.01
C -0.31 -1.91 -1.42
C 1.12 -2.43 -1.53
C 1.44 -2.51 -3.05
O 1.19 -3.74 -0.98
H -1.18 -4.66 0.98
H -1.99 -5.67 -0.35
H -3.34 -3.73 -0.95
H -1.98 -2.58 1.41
H -3.08 -1.04 -0.95
H -4.79 -1.88 0.09
H -3.51 1.54 0.61
H -1.96 2.22 0.86
H -1.66 2.62 -1.29
H -4.38 1.67 -2.04
H -4.22 2.99 -0.82
H -3.52 3.15 -2.43
H -2.03 2.19 -3.66
H -1.87 0.50 -4.08
H 0.14 3.11 -2.19
H 2.55 3.32 -2.45
H 3.79 1.74 -3.92
H 2.54 -0.10 -5.04
H 0.09 -0.28 -4.77
H -2.02 1.54 3.40
H -2.24 -1.17 3.74
H -0.04 0.85 -0.87
H 1.33 0.14 -0.14
H 0.11 2.66 0.33
H 0.07 1.88 1.88
H 2.43 2.14 2.07
H 2.68 1.75 0.32
H 0.64 4.35 1.73
H -0.56 -1.64 2.60
H 0.01 -0.02 2.80
H 1.49 -2.40 2.49
H 1.89 -1.51 1.05
H 1.20 -0.43 4.63
H 2.84 0.77 6.00
H 5.08 1.27 5.08
H 5.64 0.59 2.74
H 3.97 -0.64 1.41
H -0.17 -2.51 0.42
H -0.91 -2.62 -1.98
H -0.34 -0.98 -1.99
H 1.85 -1.73 -1.12
H 0.58 -2.26 -3.67
H 1.81 -3.50 -3.28
H 2.26 -1.82 -3.28
H 2.08 -3.85 -0.63
Cl -6.33 -2.75 0.27
```

Properties
* E_HOMO: -6.96 eV
* lowest unoccupied orbital energy: -0.0134 Ha

Gap between HOMO and LUMO readings, ordered: 6.46; 8.96; 6.48; 5.86; 6.59 eV